Computed, not measured: a structure of composition C23H29As2CaN2O9S, with wB97M-V/def2-TZVPD.

```
67
Properties=species:S:1:pos:R:3:forces:R:3
Ca 0.39748 0.34760 0.59056 -0.11 -0.14 0.13
O -1.23149 1.05443 5.11137 -0.15 0.07 0.04
As -1.13088 1.52268 3.39506 0.25 -0.30 -0.25
O -2.61067 1.82993 2.78136 -0.07 0.07 0.04
O -0.33150 0.19792 2.73621 0.05 0.35 -0.28
C -0.01049 3.11452 3.65907 -0.06 -0.05 0.08
C -0.21817 3.72263 4.89352 0.03 0.10 0.10
C 0.46863 4.87373 5.26004 -0.02 -0.04 -0.03
C 1.38753 5.43504 4.39268 0.00 -0.03 -0.05
C 1.60320 4.84600 3.15487 0.05 0.09 0.03
C 0.91260 3.70278 2.78773 0.00 0.00 -0.14
S 1.25132 3.06206 1.15264 -0.29 0.01 0.38
O 1.88344 4.09551 0.38507 0.02 0.12 0.10
O 2.07251 1.85633 1.36266 0.15 -0.12 -0.13
O -0.08236 2.63861 0.68394 -0.02 -0.04 -0.22
H -1.04276 0.11055 5.13926 0.07 -0.06 -0.04
H -0.92026 3.28709 5.59037 0.00 -0.02 -0.02
H 0.27984 5.32432 6.22635 0.00 0.00 0.00
H 1.93039 6.33035 4.66800 0.00 0.00 -0.01
H 2.29876 5.27603 2.44666 -0.01 -0.01 0.00
C 4.50585 -2.86918 -2.06402 -0.02 -0.01 -0.02
C 5.01495 -2.71506 -0.63649 0.01 0.00 0.11
C 4.42845 -1.51372 0.14701 0.02 -0.15 -0.06
C 5.08403 -1.44953 1.53280 -0.07 0.00 0.03
C 4.62799 -0.25389 2.36026 -0.01 0.00 0.01
C 4.77385 -0.26301 -0.62942 0.04 0.06 -0.04
O 5.90122 0.18380 -0.68822 0.00 -0.04 -0.03
N 3.74376 0.33646 -1.30691 0.01 0.11 -0.04
C 2.39889 0.00652 -1.17169 0.12 -0.31 -0.03
O 1.54929 0.76471 -1.65188 -0.03 0.06 0.09
N 2.02396 -1.09288 -0.48038 -0.01 0.38 0.34
C 2.91924 -1.76648 0.29623 0.15 -0.19 -0.13
O 2.54994 -2.62271 1.08473 0.02 0.01 -0.02
H 4.90172 -3.78323 -2.50915 0.01 0.01 0.00
H 4.81642 -2.03398 -2.69467 0.00 0.01 0.01
H 3.41628 -2.92753 -2.09727 0.00 -0.01 0.01
H 6.10095 -2.59718 -0.63392 0.00 0.00 -0.03
H 4.77396 -3.60623 -0.05317 0.00 0.00 0.00
H 6.16624 -1.42934 1.39303 0.00 0.04 0.00
H 4.82308 -2.37690 2.04366 0.01 -0.01 -0.01
H 4.95475 0.68821 1.91829 -0.01 0.00 -0.01
H 5.03439 -0.30910 3.37125 0.02 0.01 -0.01
H 3.54070 -0.21686 2.44842 0.00 -0.01 0.01
H 3.94016 1.23584 -1.72400 -0.04 -0.01 -0.03
C -3.86268 0.45013 -0.13074 -0.02 0.00 -0.04
As -2.34276 -0.75897 -0.11775 -0.07 0.02 0.06
C -2.82531 -1.96472 -1.57562 -0.08 -0.02 0.03
C -2.76192 -1.84984 1.47551 0.01 0.01 0.02
C -4.12865 -2.44689 1.49903 -0.03 0.00 0.01
C -5.19611 -1.74654 2.06226 0.01 0.02 0.01
C -6.47519 -2.28242 2.06700 0.00 0.00 0.00
C -6.71362 -3.53192 1.51071 -0.01 0.00 0.00
C -5.65923 -4.24200 0.95423 0.01 0.00 0.00
C -4.38070 -3.70327 0.94950 0.00 0.00 -0.01
H -4.79945 -0.09937 -0.03923 0.00 0.00 0.00
H -3.85834 1.00278 -1.07005 0.02 0.02 0.01
H -3.73980 1.14398 0.70248 0.01 -0.01 0.01
H -3.82424 -2.37701 -1.43204 0.00 0.01 0.01
H -2.10046 -2.77544 -1.63994 0.01 0.00 0.02
H -2.79778 -1.40461 -2.50984 0.01 0.02 0.01
H -2.60713 -1.15684 2.30331 0.01 0.00 -0.01
H -1.98359 -2.61198 1.53675 -0.01 -0.01 -0.01
H -5.01066 -0.77434 2.50528 0.01 0.00 -0.01
H -7.28792 -1.72194 2.51221 0.00 0.00 0.00
H -7.71166 -3.95156 1.51740 0.00 0.00 0.00
H -5.83014 -5.22173 0.52509 0.00 0.00 0.00
H -3.56035 -4.26673 0.51896 0.00 0.00 0.00
```
Positions in Å, forces in eV/Å.

Values from the calculation:
- energy above the lowest of the compared OMol25 structures with the same formula, charge and spin (kcal/mol) = 7.3
- M (g/mol) = 699.48
- net charge = -1
- lowest unoccupied orbital energy (Ha) = 0.0952
- highest occupied orbital energy (eV) = -6.6
- frontier orbital gap (eV) = 9.22
- electronic energy (Ha) = -7228.212510

These are the Löwdin partial charges, in e, on atoms 1 to 4: number 1, Ca, carries 1.267; number 2, O, carries -0.271; number 3, As, carries 0.852; number 4, O, carries -0.480